49
Properties=species:S:1:pos:R:3:nbo_charge:R:1 method="wB97M-V/def2-TZVPD" total_charge=0 gap_ev=8.5 spin_multiplicity=1 energy_ha=-2734.033709 homo_ev=-8.7403
C 1.3832 -1.0839 1.5045 -1.05
B 0.0077 -1.1703 0.6540 1.10
O 0.0670 -1.9172 -0.6055 -0.90
C -1.4271 -0.4841 1.0052 -0.83
C -1.6947 0.5988 -0.1773 0.28
N -1.8372 1.3853 -1.0815 -0.30
P -2.9266 -1.6958 0.9045 1.15
O -3.7849 -1.2668 -0.5363 -0.94
Cl -2.2866 -3.6967 0.6951 -0.30
C -1.4858 0.3516 2.3780 0.50
F -2.8235 0.9477 2.4319 -0.36
C -0.4894 1.6202 2.1660 0.25
N 0.3981 2.4356 2.0788 -0.29
N -1.1195 -0.3958 3.5996 -0.57
C -0.4920 0.4778 4.6478 -0.44
C -2.2669 -1.1042 4.2265 0.72
C -2.2551 -2.7270 4.1065 -0.73
O -3.2098 -0.5809 4.8727 -0.50
H 2.0711 -0.3037 1.0227 0.29
H 1.8821 -2.1323 1.4351 0.25
H 1.2652 -0.8642 2.6198 0.24
H 0.5175 -2.7580 -0.3346 0.51
H -3.3031 -1.6233 -1.3316 0.50
H 0.6355 0.6637 4.4720 0.23
H -0.5492 -0.1161 5.6447 0.23
H -1.0768 1.4563 4.8323 0.23
H -1.8268 -3.1842 5.0844 0.25
H -1.4685 -2.9945 3.2949 0.22
H -3.2822 -3.1418 3.8283 0.26
C 1.5671 4.1859 -0.4427 -0.83
S 2.1269 3.8883 -2.1335 1.24
O 3.0205 2.6901 -2.1057 -0.98
C 3.1835 5.3500 -2.2371 -0.83
H 0.9143 3.3651 -0.1450 0.25
H 2.4244 4.2297 0.2317 0.23
H 1.0095 5.1235 -0.4032 0.23
H 3.9389 5.3203 -1.4495 0.23
H 2.5721 6.2488 -2.1379 0.23
H 3.6752 5.3532 -3.2108 0.24
C 1.0165 -3.1929 -5.8576 -0.83
S 1.6327 -2.2186 -4.4669 1.25
O 1.6010 -3.0955 -3.2564 -0.99
C 0.2085 -1.1121 -4.3720 -0.83
H 1.7373 -3.9828 -6.0729 0.24
H 0.0540 -3.6402 -5.6018 0.23
H 0.9114 -2.5506 -6.7339 0.23
H -0.7028 -1.6911 -4.2101 0.22
H 0.1303 -0.5392 -5.2978 0.23
H 0.3569 -0.4282 -3.5352 0.25



62
Properties=species:S:1:pos:R:3:nbo_charge:R:1 method="wB97M-V/def2-TZVPD" total_charge=0 gap_ev=1.8 spin_multiplicity=1 energy_ha=-16720.661836 homo_ev=-7.0071
N -0.0947 1.5981 2.9622 -0.28
C -0.3504 0.8236 2.1516 0.26
C -0.9461 -0.0873 1.1542 -0.59
P 0.1935 -0.2097 -0.3411 0.19
P -0.8471 0.6435 -2.0392 2.08
O -1.8094 1.6178 -1.5112 -1.09
O 0.2674 1.4096 -2.9214 -0.99
O -1.5265 -0.5409 -2.9210 -0.98
C -1.1148 -1.5119 1.7873 -0.60
C -1.2346 -1.4638 3.2613 0.24
N -1.5644 -1.5158 4.3588 -0.21
S -2.5480 -2.3670 1.0677 2.41
O -3.5969 -1.4654 0.7300 -0.89
O -2.9673 -3.3434 2.0245 -0.92
F -2.0512 -3.0439 -0.2515 -0.44
H -1.9286 0.2792 0.8266 0.33
H 0.4029 -1.5827 -0.6104 0.03
H 0.8208 0.7218 -3.3765 0.52
H -1.1931 -0.5014 -3.8314 0.52
H -0.1460 -2.1268 1.5779 0.22
O -5.4708 -4.0448 3.1267 -0.86
H -5.1270 -4.4624 4.1157 0.47
H -4.6870 -3.7657 2.5992 0.56
H -6.1152 -3.3201 3.2133 0.51
Cl 1.1997 3.5776 3.3061 -0.09
C 2.4358 -1.3425 -3.2897 0.92
O 2.1626 -1.5429 -2.1012 -0.56
O 3.3897 -1.8947 -3.9113 -0.44
O 1.7835 -0.5413 -4.0410 -0.61
Be 0.5979 -3.6288 0.9051 0.17
C 2.5637 -0.7735 -9.3460 -0.72
C 2.3334 -0.6374 -7.8565 0.67
O 1.4040 -1.1604 -7.2947 -0.55
N 3.2359 0.1174 -7.1380 -0.65
C 4.3923 0.8097 -7.6180 -0.42
H 1.7784 -1.3910 -9.7698 0.27
H 2.5312 0.2079 -9.8293 0.19
H 3.5259 -1.2522 -9.5398 0.23
H 3.0242 0.1661 -6.1461 0.44
H 5.2780 0.4271 -7.1059 0.25
H 4.2756 1.8830 -7.3744 0.13
H 4.5231 0.6861 -8.6996 0.16
C -3.5685 2.3122 -5.5832 -0.50
Br -2.0683 2.0068 -4.4108 0.12
Br -4.3565 0.6544 -6.1820 0.07
Br -4.8778 3.4741 -4.7762 0.09
H -3.1939 2.8191 -6.4613 0.22
Ca 4.4578 2.8895 -9.3727 0.72
Br -3.9841 -5.9312 4.1200 -0.70
Br 2.1713 3.3734 5.5244 0.10
C 0.2829 1.8922 8.2966 -0.73
C 1.2013 2.7485 9.1345 0.68
O 1.8222 3.6993 8.6762 -0.64
N 1.3242 2.4295 10.4494 -0.61
C 0.6777 1.3518 11.1745 -0.41
H 0.2816 2.2612 7.2770 0.25
H 0.6299 0.8581 8.2919 0.23
H -0.7352 1.9405 8.6850 0.23
H 1.9500 3.0379 10.9533 0.40
H 0.0852 1.7744 11.9879 0.20
H 1.4424 0.6997 11.6000 0.20
H 0.0306 0.7669 10.5303 0.22



43
Properties=species:S:1:pos:R:3:nbo_charge:R:1 method="wB97M-V/def2-TZVPD" de_lowest_ev=0.0000 total_charge=-1 gap_ev=6.1 spin_multiplicity=1 energy_ha=-1437.450362 homo_ev=-3.2981
C 1.7796 -2.0270 0.5746 -0.63
C 1.9457 -1.2636 -0.7467 -0.43
C 1.5342 0.1920 -0.6442 -0.11
O 0.0810 0.3195 -0.7179 -0.55
C -0.6168 0.5212 0.4298 0.30
O -1.1036 1.9120 0.4553 -0.49
C -2.1420 1.9682 -0.3550 0.98
O -2.5652 2.8822 -0.9738 -0.57
O -2.7577 0.7124 -0.4011 -0.54
C -2.0116 -0.1560 0.4017 0.33
Cl -2.6147 0.0537 2.1632 -0.13
C -2.2656 -1.6325 0.1220 -0.48
C -2.2322 -2.1271 -1.3512 0.09
O -1.3192 -1.4471 -2.1843 -0.71
C -3.6664 -2.1266 -1.9084 -0.25
N -3.7947 -2.4214 -3.3372 -0.83
H 0.7385 -2.3650 0.7077 0.18
H 2.0393 -1.3779 1.4243 0.27
H 2.4117 -2.9235 0.6066 0.20
H 1.3778 -1.7611 -1.5489 0.20
H 3.0086 -1.2705 -1.0353 0.20
H 1.9323 0.6639 0.2901 0.28
H 1.9235 0.7825 -1.4877 0.17
H -0.0532 0.3366 1.3520 0.26
H -1.5521 -2.1860 0.7462 0.24
H -3.2748 -1.8393 0.5030 0.23
H -1.8736 -3.1690 -1.3491 0.17
H -1.6753 -0.5800 -2.4261 0.47
H -4.1314 -1.1516 -1.7071 0.20
H -4.2381 -2.8865 -1.3517 0.18
H -3.1885 -3.2002 -3.5845 0.35
H -3.4561 -1.6367 -3.8847 0.35
C 1.7508 3.1670 1.6474 -0.63
C 2.7324 2.2373 2.3951 0.13
C 4.1614 2.5003 1.8760 -0.63
O 2.3675 0.9339 2.2581 -0.98
H 1.7490 2.8993 0.5862 0.18
H 0.7520 2.9775 2.0440 0.20
H 1.9586 4.2409 1.7292 0.17
H 2.7380 2.5918 3.4579 0.07
H 4.2094 2.2429 0.8124 0.18
H 4.8700 1.8671 2.4155 0.19
H 4.4717 3.5463 1.9967 0.17



43
Properties=species:S:1:pos:R:3:nbo_charge:R:1 method="wB97M-V/def2-TZVPD" de_lowest_ev=2.5377 total_charge=+3 gap_ev="7.6 / 3.9" spin_multiplicity=5 energy_ha=-1901.467247 homo_ev="-18.2449 / -18.2408"
Os -0.0582 -0.1399 0.8789 1.03
P 1.9114 -0.9836 1.1028 0.94
C 2.3474 -1.4257 -0.6499 -0.75
C 1.0773 -1.7097 -1.4226 0.26
N -0.0806 -1.2056 -0.9213 -0.54
C -1.2871 -1.4804 -1.4784 0.23
C -1.3443 -2.2781 -2.6154 -0.20
C -0.1767 -2.7854 -3.1536 -0.04
C 1.0378 -2.5088 -2.5595 -0.20
C -2.5082 -0.8688 -0.8277 -0.71
P -1.9931 0.5317 0.2783 0.98
H 1.9555 -2.9728 -2.9035 0.28
H -2.3105 -2.4377 -3.0839 0.27
H -0.2210 -3.4076 -4.0381 0.28
H -3.2154 -0.4500 -1.5585 0.30
H -3.0701 -1.6029 -0.2227 0.30
H 2.9162 -0.5738 -1.0643 0.31
H 3.0456 -2.2747 -0.6225 0.29
H 1.6749 3.9683 -1.4071 0.47
O 2.3036 3.4081 -1.9326 -0.97
H 2.3792 3.9143 -2.7650 0.49
H -1.3078 4.7783 0.7646 0.44
O -1.0616 5.4194 0.0600 -0.94
H -1.4924 6.2435 0.3469 0.50
C -2.1044 1.9424 -0.8604 -0.91
H -3.0942 1.9067 -1.3285 0.28
H -1.9716 2.8731 -0.2945 0.28
H -1.3209 1.8739 -1.6248 0.27
C -3.4217 0.7739 1.3509 -0.94
H -3.2535 1.7022 1.9134 0.28
H -4.3247 0.8476 0.7317 0.29
H -3.5131 -0.0643 2.0499 0.27
C 2.0144 -2.5777 1.9984 -0.89
H 2.9533 -3.0868 1.7468 0.30
H 1.9883 -2.3494 3.0728 0.27
H 1.1610 -3.2148 1.7341 0.26
C 3.4320 -0.1601 1.6567 -0.91
H 3.3154 0.0523 2.7305 0.27
H 4.3000 -0.8161 1.4856 0.29
H 3.5558 0.7738 1.0934 0.28
S 0.0821 -0.0674 5.5545 0.66
C -0.1178 0.1204 3.9870 0.09
N -0.2021 0.3123 2.7976 -0.50



39
Properties=species:S:1:pos:R:3:nbo_charge:R:1 method="wB97M-V/def2-TZVPD" de_lowest_ev=0.1056 smiles=CC[C@H]1CC[C@@]2(CC1)NC(CO)(CO)CO2 total_charge=0 gap_ev=10.1 spin_multiplicity=1 energy_ha=-751.530257 homo_ev=-9.3391
C 4.4177 0.1352 0.9716 -0.61
C 4.0574 -0.1452 -0.4830 -0.38
C 2.5563 -0.1232 -0.8006 -0.21
C 1.9193 1.2419 -0.5426 -0.40
C 0.4627 1.2479 -0.9959 -0.41
C -0.3393 0.1708 -0.2652 0.43
C 0.3169 -1.2041 -0.4791 -0.43
C 1.7729 -1.1825 -0.0263 -0.41
N -1.7248 0.1127 -0.7238 -0.68
C -2.5822 -0.0142 0.4575 0.02
C -3.5369 1.1919 0.5613 -0.06
O -4.2413 1.4206 -0.6281 -0.73
C -3.3875 -1.3212 0.3366 -0.06
O -4.1093 -1.3629 -0.8705 -0.73
C -1.5833 -0.0348 1.6355 -0.07
O -0.3952 0.5030 1.1229 -0.54
H 4.0719 1.1185 1.2777 0.20
H 5.4984 0.1038 1.0939 0.21
H 3.9821 -0.6085 1.6330 0.20
H 4.5521 0.5957 -1.1162 0.20
H 4.4518 -1.1265 -0.7593 0.20
H 2.4556 -0.3454 -1.8712 0.19
H 1.9426 1.4641 0.5240 0.21
H 2.4693 2.0215 -1.0740 0.21
H 0.3970 1.0557 -2.0688 0.21
H 0.0127 2.2209 -0.7862 0.21
H -0.2399 -1.9599 0.0765 0.20
H 0.2474 -1.4462 -1.5407 0.21
H 2.2192 -2.1679 -0.1770 0.21
H 1.7977 -0.9491 1.0386 0.21
H -1.9790 0.9535 -1.2363 0.39
H -4.2240 1.0336 1.4062 0.16
H -2.9566 2.1002 0.7518 0.18
H -4.6775 0.5886 -0.8720 0.49
H -4.1195 -1.3973 1.1439 0.18
H -2.7049 -2.1795 0.3978 0.17
H -3.4627 -1.2387 -1.5795 0.49
H -1.4311 -1.0620 1.9969 0.17
H -1.9061 0.5891 2.4705 0.20



42
Properties=species:S:1:pos:R:3:nbo_charge:R:1 method="wB97M-V/def2-TZVPD" total_charge=-1 gap_ev=7.2 spin_multiplicity=1 energy_ha=-3690.954916 homo_ev=-4.4965
C 4.3259 -0.4204 -1.0030 -0.60
C 3.4021 0.7887 -0.8967 -0.21
C 4.0624 1.8914 -0.0703 -0.60
C 2.0469 0.3847 -0.3099 -0.41
C 0.9130 1.3474 -0.6091 -0.72
As -0.8952 0.5722 -0.0133 1.16
C -2.6574 -0.2893 0.5579 -0.73
C -2.5521 -1.7887 0.7710 -0.45
C -3.8728 -2.4309 1.1862 -0.05
O -3.9795 -3.8114 0.8158 -0.73
C -0.7646 1.5122 1.8671 -0.87
C -0.7597 0.7247 3.1067 0.58
O -1.4729 0.8470 4.0600 -0.56
Cl 0.4862 -0.5779 3.2086 -0.15
C -1.0932 -0.3429 -1.9176 -0.89
C -1.3907 0.5621 -3.0230 0.61
O -1.1376 1.7012 -3.1985 -0.52
I -2.5499 -0.4341 -4.7031 -0.24
H 4.4298 -0.8846 -0.0190 0.20
H 5.3241 -0.1371 -1.3374 0.19
H 3.9203 -1.1745 -1.6750 0.20
H 3.2381 1.1971 -1.8977 0.19
H 3.5414 2.8391 -0.1950 0.21
H 4.0857 1.6318 0.9876 0.20
H 5.0910 2.0486 -0.4005 0.19
H 1.7833 -0.6024 -0.7061 0.19
H 2.1602 0.2532 0.7695 0.20
H 1.0880 2.2995 -0.1038 0.19
H 0.8992 1.5528 -1.6798 0.20
H -0.1434 -0.7276 0.4665 -0.18
H -1.6510 1.8479 -0.5313 -0.16
H -3.4360 -0.0795 -0.1805 0.20
H -3.0002 0.1569 1.4964 0.20
H -2.2253 -2.2969 -0.1393 0.20
H -1.8021 -1.9933 1.5378 0.20
H -4.6962 -1.9343 0.6766 0.17
H -4.0106 -2.3391 2.2656 0.15
H -3.1481 -4.2345 1.0502 0.46
H -1.6645 2.1205 1.9512 0.23
H 0.0966 2.1792 1.9169 0.24
H -1.8441 -1.1275 -1.9141 0.24
H -0.1474 -0.8312 -2.1674 0.26